# 1
Entry from the Open Molecules 2025 dataset: a molecular structure, C5H9IN3P in a non-equilibrium geometry (wB97M-V/def2-TZVPD).

The geometry in XYZ format:
```
19
Properties=species:S:1:pos:R:3:forces:R:3
C 0.36267 -2.84228 -0.42398 2.65 -2.49 -2.04
C -1.00333 -2.01912 0.86672 -1.38 1.14 2.50
C 0.02469 1.31080 1.77228 -0.29 -1.29 -4.20
C 1.35868 1.41634 -1.44232 2.85 0.29 1.51
C -0.87020 0.28344 -0.01855 0.25 3.36 2.11
N -0.38916 -3.16463 0.64722 -0.75 0.68 0.07
N 0.30017 -1.60188 -0.86609 0.05 -0.69 0.55
N -0.58284 -1.06870 0.01921 0.12 -0.73 -0.18
P -0.39245 1.06962 -1.64735 -1.39 1.12 0.54
I -2.98422 0.68624 0.20069 0.16 -0.15 0.08
H 1.07006 -3.66093 -0.93820 -1.81 2.23 1.21
H -1.74460 -1.66101 1.70401 1.58 -1.34 -1.75
H -0.55110 1.00715 2.59475 -0.30 -0.84 0.96
H 1.02998 1.03173 1.51507 0.30 -0.87 0.79
H -0.00184 2.34851 1.58238 -0.73 1.16 -0.37
H 1.75142 1.74357 -2.42225 -0.10 -0.36 0.32
H 1.92207 0.43126 -1.12466 -1.14 1.95 -0.76
H 1.69168 2.27349 -0.71499 -0.90 -1.69 -1.08
H -0.99168 2.41641 -1.30391 0.83 -1.47 -0.27
```
Forces are in eV/Å.

Values from the calculation:
**ΔE to the lowest compared entry with this formula, charge and spin**: 257.17 kJ/mol
**Charge**: 0

***

# 2
Entry from the Open Molecules 2025 dataset: a molecular structure, C35H31FeN3P2 (wB97M-V/def2-TZVPD).

The geometry in XYZ format:
```
72
Properties=species:S:1:pos:R:3:forces:R:3
Fe -0.73243 0.12438 -0.18603 -0.07 -0.17 0.35
C -1.33731 -1.47487 -4.47463 0.06 -0.04 0.00
N -0.53315 -1.26750 -3.24490 -0.08 0.05 -0.02
P -1.10101 -1.72960 -1.68929 -0.01 0.08 -0.04
C -1.42780 -3.47491 -1.62125 0.02 0.05 -0.02
C -2.53122 -4.05661 -2.25871 -0.01 0.03 -0.01
C -2.71464 -5.42538 -2.18883 0.02 -0.03 0.02
C -1.80850 -6.21266 -1.48328 -0.01 0.00 -0.01
C -0.71818 -5.63911 -0.84232 0.00 -0.01 0.00
C -0.52287 -4.26895 -0.90889 0.02 0.01 0.01
C -2.65041 -0.79785 -1.43558 0.02 -0.06 0.05
C -2.60666 0.58909 -1.69952 -0.02 0.02 -0.04
C -3.60949 1.42627 -1.21744 -0.02 0.07 0.00
C -4.65771 0.89905 -0.47176 0.03 -0.02 -0.01
C -4.70690 -0.46448 -0.21529 0.02 0.00 -0.01
C -3.69907 -1.30906 -0.67174 -0.05 0.00 -0.02
P 0.76883 -0.21845 -3.19786 0.11 0.11 -0.15
C 1.10356 0.47332 -4.78464 -0.02 -0.06 0.03
C 0.26318 1.47500 -5.29188 -0.06 -0.02 -0.02
C 0.50563 1.99035 -6.54933 0.01 0.00 -0.01
C 1.58328 1.51590 -7.29394 0.01 -0.01 0.00
C 2.42600 0.53213 -6.78724 -0.02 0.03 0.00
C 2.20058 0.01129 -5.52561 0.06 0.03 0.03
C 2.16300 -0.99054 -2.42805 -0.01 -0.13 -0.12
C 3.16618 -0.16071 -1.91190 0.00 0.03 -0.01
C 4.30623 -0.72954 -1.37459 0.03 -0.04 0.00
C 4.44149 -2.11470 -1.34513 0.00 0.02 0.00
C 3.44318 -2.93879 -1.85712 0.00 0.00 0.00
C 2.29660 -2.38455 -2.39777 0.01 -0.01 0.05
H -2.05315 -2.27107 -4.28832 0.02 -0.02 -0.01
H -0.68410 -1.77271 -5.29190 0.01 0.02 -0.01
H -1.87600 -0.56989 -4.75232 -0.02 -0.01 0.02
H -3.24792 -3.44547 -2.79476 -0.02 -0.02 0.01
H -3.56237 -5.88453 -2.67897 0.00 0.01 0.00
H -1.95860 -7.28296 -1.43045 0.00 0.01 0.00
H -0.02507 -6.26117 -0.29220 0.00 0.01 0.00
H 0.32700 -3.81477 -0.41094 -0.01 -0.01 0.00
H -1.86122 0.99829 -2.38154 0.02 -0.01 0.04
H -3.58523 2.48271 -1.45277 -0.02 -0.01 0.01
H -5.44091 1.54818 -0.10447 0.00 0.01 -0.01
H -5.53299 -0.87762 0.34884 0.01 0.00 0.00
H -3.73928 -2.36625 -0.44139 0.00 -0.01 -0.01
H -0.57091 1.84738 -4.70680 0.01 0.00 -0.01
H -0.13298 2.76441 -6.95239 0.00 -0.01 0.00
H 1.77191 1.92441 -8.27810 0.00 0.00 0.00
H 3.25963 0.17659 -7.37697 0.00 -0.01 0.01
H 2.86137 -0.74470 -5.12038 -0.01 -0.01 -0.01
H 3.06515 0.91833 -1.95480 0.00 -0.01 0.00
H 5.09656 -0.09964 -0.98943 -0.01 0.00 0.00
H 5.33869 -2.55584 -0.93094 0.00 0.00 0.00
H 3.57241 -4.01306 -1.85315 0.00 0.01 0.00
H 1.53264 -3.02305 -2.82376 -0.01 0.00 0.00
C 1.70782 3.60804 0.64074 0.00 0.01 0.00
C 1.88941 3.46024 2.00739 0.01 0.01 0.01
C 1.27207 2.40895 2.66902 -0.02 0.01 0.00
C 0.48267 1.52301 1.95608 0.01 0.04 0.01
N 0.33127 1.66065 0.61986 -0.04 -0.10 -0.06
C 0.92536 2.68219 -0.01456 0.00 0.00 -0.04
C -0.24250 0.39125 2.60281 0.00 0.01 0.06
C -0.29164 0.23125 3.97551 0.00 -0.04 0.02
C -0.99228 -0.84097 4.51280 0.02 0.03 0.01
C -1.62899 -1.72994 3.66362 0.00 0.00 0.00
C -1.54860 -1.50492 2.30423 -0.04 -0.11 -0.08
N -0.87775 -0.47269 1.78093 0.03 0.20 -0.07
H 2.16137 4.42272 0.09458 0.00 0.00 0.00
H 2.50395 4.16039 2.55802 -0.01 -0.01 0.00
H 1.41150 2.29096 3.73215 0.01 0.02 0.01
H 0.75315 2.75083 -1.08223 0.01 0.00 0.00
H 0.19792 0.93228 4.63304 0.00 0.00 0.02
H -1.04011 -0.97468 5.58552 0.01 0.01 -0.01
H -2.18230 -2.57709 4.04249 0.00 0.00 0.00
H -2.03219 -2.17093 1.59920 0.01 0.02 0.02
```
Forces are in eV/Å.

Values from the calculation:
**Multiplicity**: 6
**E**: -94209.13485 eV
**Charge**: +3

***

# 3
Entry from the Open Molecules 2025 dataset: 2 unconnected molecules or ions with the total composition C4H7O3 in a non-equilibrium geometry (wB97M-V/def2-TZVPD).

The geometry in XYZ format:
```
14
Properties=species:S:1:pos:R:3:forces:R:3
C 1.07016 0.49812 -1.49348 1.90 0.74 -6.60
O 1.79419 1.51639 -1.94346 -2.22 -1.97 0.88
C -0.40446 0.36772 -1.32665 1.71 -0.18 -0.80
C 0.76641 0.82610 0.00138 0.53 -1.34 6.04
C -1.48181 -1.47444 1.99863 -1.44 -3.59 -0.96
O -1.65112 -0.18854 1.81889 0.20 -1.32 0.32
O -2.05361 -2.46344 1.46001 1.59 3.67 1.35
H 1.56472 -0.49497 -1.74561 -0.73 0.65 1.05
H 0.21853 0.45449 0.90197 -0.01 -0.14 -0.90
H -0.79166 -0.69321 -1.43600 0.73 1.28 1.27
H -1.16724 1.13344 -1.56384 1.07 0.03 0.66
H 1.01431 1.84250 0.20513 -0.86 1.11 -0.78
H 1.83231 0.43934 0.32133 -1.94 -0.09 -0.87
H -0.71072 -1.76350 2.80171 -0.51 1.15 -0.65
```
Forces are in eV/Å.

Values from the calculation:
**Multiplicity**: 2
**ΔE to the lowest compared entry with this formula, charge and spin**: 498.63 kJ/mol
**Charge**: 0

***

# 4
Entry from the Open Molecules 2025 dataset: C5H9N in the gas phase (wB97M-V/def2-TZVPD).

The geometry in XYZ format:
```
15
Properties=species:S:1:pos:R:3:forces:R:3
C -1.24129 0.79292 0.49559 0.08 0.12 0.09
C -1.81204 -0.21642 -0.46080 -0.08 -0.10 -0.15
C -0.53717 -0.51535 0.27811 0.03 -0.12 0.19
N 0.71303 -0.60264 -0.43556 0.04 -0.10 0.23
C 2.19563 -0.60184 0.43793 0.03 0.35 0.38
C 1.73109 0.45683 -0.48181 0.08 0.14 -0.10
H -0.82510 1.70327 0.07442 -0.01 -0.22 0.03
H -1.72992 0.93362 1.45613 0.11 -0.05 -0.18
H -2.71215 -0.75876 -0.18544 0.18 0.07 -0.03
H -1.71794 0.00670 -1.51938 0.01 -0.03 0.16
H -0.59680 -1.22989 1.09425 -0.05 0.09 -0.08
H 1.83361 -0.34080 1.44439 0.10 0.14 -0.04
H 1.08478 -1.52112 -0.65352 -0.55 -0.05 -0.65
H 2.17875 0.58820 -1.47024 -0.01 -0.08 0.21
H 1.31907 1.38948 -0.09443 0.04 -0.14 -0.07
```
Forces are in eV/Å.

Values from the calculation:
**ΔE to the lowest compared entry with this formula, charge and spin**: 471.34 kJ/mol
**Charge**: 0